Record 1
# C8H14O2S

A cluster of 2 separate species, C8H14O2S in total in a non-equilibrium geometry (the ωB97M-V functional and the def2-TZVPD basis, the OMol25 dataset).

Last column: Löwdin charge in e.
Positions of all 25 atoms, in Å:
C1 0.416 1.848 -0.205  -0.10
C2 0.326 0.540 0.561  -0.40
C3 -0.364 2.895 0.091  0.05
C4 -2.748 -0.788 0.034  -0.98
C5 -1.955 -2.004 0.466  -0.09
C6 1.310 -1.063 -1.104  -0.04
C7 2.878 0.370 0.355  -0.07
C8 1.516 -0.374 0.317  -0.34
O1 -3.604 -0.309 0.881  -0.02
O2 -0.586 0.142 1.238  0.06
S1 -2.552 -0.104 -1.454  0.83
H1 1.110 1.799 -1.031  0.08
H2 -1.141 2.937 0.886  0.09
H3 -0.352 3.729 -0.607  0.06
H4 -1.514 -1.929 1.523  0.12
H5 -1.135 -1.946 -0.258  0.02
H6 -2.379 -2.935 0.364  0.04
H7 0.302 -1.560 -1.109  0.05
H8 2.083 -1.859 -1.345  0.10
H9 1.346 -0.260 -1.892  0.09
H10 3.055 0.899 1.309  0.09
H11 2.891 1.035 -0.573  0.08
H12 3.724 -0.347 0.094  0.09
H13 1.547 -1.114 1.023  0.10
H14 -4.173 0.396 0.437  0.13

## Properties
Lowest unoccupied orbital energy (alpha / beta) (eV): 0.5 / -2.4
Net charge: 0
DFT total energy (eV): -23448.1495
Energy above the lowest of the compared OMol25 structures with the same formula, charge and spin (kcal per mole): 0.0
Spin multiplicity: 3

---

Record 2
# C8H14O4S

An isolated molecule of C8H14O4S in a non-equilibrium geometry (the ωB97M-V functional and the def2-TZVPD basis, the OMol25 dataset).

Last column: Löwdin charge in e.
Positions of all 27 atoms, in Å:
C1 -1.763 -0.266 0.039  -0.20
C2 -0.663 0.490 0.272  -0.28
C3 2.002 -1.375 0.136  -0.77
C4 -2.523 -0.537 1.361  -0.03
C5 -2.214 -0.907 -1.280  -0.03
C6 3.117 -2.097 0.755  -0.08
C7 0.510 2.437 -0.808  -0.24
C8 0.549 0.902 -0.662  -0.61
O1 1.045 -1.837 -0.427  0.02
O2 -0.570 1.105 1.486  -0.01
O3 0.736 3.075 0.396  -0.07
O4 0.503 0.386 -1.902  0.00
S1 2.145 0.379 0.263  1.07
H1 -3.147 -1.341 1.230  0.04
H2 -3.282 0.214 1.627  0.09
H3 -1.809 -0.556 2.105  0.05
H4 -3.175 -0.759 -1.606  0.04
H5 -1.638 -0.510 -2.069  0.05
H6 -2.130 -2.057 -1.036  0.13
H7 2.736 -2.844 1.327  0.04
H8 3.743 -2.758 -0.020  0.15
H9 3.652 -1.406 1.462  0.09
H10 1.170 2.674 -1.556  0.10
H11 -0.408 2.797 -1.224  0.14
H12 -0.491 2.062 1.469  0.10
H13 1.718 3.232 0.383  0.13
H14 0.185 -0.502 -1.719  0.06

## Properties
Lowest unoccupied orbital energy (eV): 0.5
Net charge: 0
DFT total energy (eV): -27545.6720
Energy above the lowest of the compared OMol25 structures with the same formula, charge and spin (kcal per mole): 94.0
Structure (SMILES): CC(=O)S[C@](O)(CO)C(O)=C(C)C

---

Record 3
# C8H14O4Si

A structure of composition C8H14O4Si in a non-equilibrium geometry (the ωB97M-V functional and the def2-TZVPD basis, the OMol25 dataset).

Last column: Löwdin charge in e.
Positions of all 27 atoms, in Å:
C1 1.557 2.524 0.634  -0.74
C2 -0.842 1.811 -0.245  -0.61
C3 1.178 2.373 -1.839  -0.09
C4 0.337 -2.747 0.502  -0.25
C5 -1.177 -0.950 2.312  -0.14
C6 -1.825 -1.648 -0.904  -0.20
C7 1.062 -0.140 -0.321  -0.06
C8 0.664 1.808 -0.523  -0.20
O1 2.637 3.046 0.345  -0.09
O2 -1.433 0.760 0.162  -0.12
O3 1.053 2.394 1.741  -0.05
O4 -1.404 2.877 -0.491  0.00
Si1 -0.538 -0.914 0.399  0.46
H1 0.927 1.579 -2.527  0.05
H2 2.276 2.298 -1.758  0.07
H3 0.612 3.296 -1.937  0.08
H4 1.039 -2.986 1.220  -0.04
H5 -0.353 -3.483 0.537  -0.07
H6 0.884 -3.008 -0.365  -0.02
H7 -0.436 -1.516 2.857  -0.01
H8 -1.253 0.151 2.524  0.03
H9 -2.054 -1.426 2.344  -0.06
H10 -1.299 -1.742 -1.982  0.05
H11 -2.052 -2.775 -0.546  0.04
H12 -2.666 -1.010 -0.977  -0.04
H13 1.141 -0.316 -1.324  -0.01
H14 1.964 -0.255 0.161  0.01

## Properties
Lowest unoccupied orbital energy (eV): 6.2
Net charge: -2
DFT total energy (eV): -24589.4975
Energy above the lowest of the compared OMol25 structures with the same formula, charge and spin (kcal per mole): 31.4

---

Record 4
# C8H14OPZn

A structure of composition C8H14OPZn in a non-equilibrium geometry (the ωB97M-V functional and the def2-TZVPD basis, the OMol25 dataset).

Last column: Löwdin charge in e.
Positions of all 25 atoms, in Å:
C1 0.179 -0.009 -2.122  -0.24
C2 -0.876 -0.886 -2.408  -0.19
C3 -0.669 -2.099 -1.660  -0.18
C4 0.519 -1.955 -0.915  -0.19
C5 1.036 -0.624 -1.103  -0.32
Zn1 0.400 0.740 0.715  0.35
P1 -0.490 2.726 0.330  0.60
H1 0.360 0.975 -2.552  0.06
H2 -1.701 -0.681 -3.077  0.06
H3 -1.350 -2.951 -1.628  0.06
H4 2.081 -0.341 -0.930  0.06
H5 0.965 -2.694 -0.251  0.08
H6 -1.616 2.999 1.177  -0.15
H7 -0.928 3.019 -1.001  -0.15
H8 0.495 3.720 0.660  -0.12
C6 1.200 -0.850 4.196  -0.09
C7 0.189 -0.338 3.253  -0.63
C8 -0.912 0.526 3.733  -0.11
O1 0.321 -0.646 2.022  -0.24
H9 0.881 -0.654 5.220  0.06
H10 2.151 -0.321 4.026  0.06
H11 1.364 -1.924 4.043  0.07
H12 -0.819 1.561 3.364  0.02
H13 -1.896 0.155 3.407  0.07
H14 -0.877 0.536 4.827  0.06

## Properties
Lowest unoccupied orbital energy (alpha / beta) (eV): 2.8 / 3.1
Net charge: -1
DFT total energy (eV): -68273.3979
Energy above the lowest of the compared OMol25 structures with the same formula, charge and spin (kcal per mole): 0.0

---

Record 5
# C8H14OS

A cluster of 2 separate species, C8H14OS in total in a non-equilibrium geometry (the ωB97M-V functional and the def2-TZVPD basis, the OMol25 dataset).

Last column: Löwdin charge in e.
Positions of all 24 atoms, in Å:
C1 -0.027 -0.201 -0.242  -0.54
C2 3.566 0.740 0.279  -0.31
C3 -0.522 -1.540 0.443  -0.21
C4 0.534 -2.426 -0.245  -0.41
C5 3.757 -0.339 0.980  -0.01
C6 -1.857 1.133 0.523  -0.08
C7 -0.676 1.955 -1.464  -0.08
C8 -1.177 0.693 -0.768  -0.44
O1 3.426 1.586 -0.516  0.15
S1 1.115 -1.080 -1.403  0.83
H1 -0.276 -1.390 1.431  0.08
H2 -1.481 -1.903 0.193  0.10
H3 1.453 -2.760 0.300  0.07
H4 0.065 -3.271 -0.656  0.04
H5 0.680 0.256 0.490  0.10
H6 4.212 -0.393 2.014  0.08
H7 3.311 -1.300 0.715  0.04
H8 -2.860 1.751 0.236  0.13
H9 -1.128 1.869 0.933  0.10
H10 -2.205 0.395 1.154  0.03
H11 -0.203 1.752 -2.409  0.08
H12 0.178 2.256 -0.919  0.06
H13 -1.431 2.665 -1.566  0.06
H14 -1.769 0.255 -1.540  0.13

## Properties
Lowest unoccupied orbital energy (eV): 0.8
Net charge: 0
DFT total energy (eV): -21402.9903
Energy above the lowest of the compared OMol25 structures with the same formula, charge and spin (kcal per mole): 59.0
Structure (SMILES): CC(C)[C@H]1CCS1.C=C=O

---

Record 6
# C8H15AsCl3IrN2O2

A structure of composition C8H15AsCl3IrN2O2 in a non-equilibrium geometry (the ωB97M-V functional and the def2-TZVPD basis, the OMol25 dataset).

Last column: Löwdin charge in e.
Positions of all 32 atoms, in Å:
Ir1 -0.844 0.015 -0.250  1.54
N1 -1.323 1.408 3.617  0.30
C1 -1.267 1.280 2.327  -0.43
O1 -0.949 0.149 1.806  -0.08
C2 -1.611 2.413 1.423  -0.12
C3 -1.105 2.166 0.026  -0.08
H1 -1.146 0.609 4.220  0.17
H2 -1.575 2.277 4.071  0.17
H3 -1.202 3.350 1.817  0.16
H4 -2.701 2.510 1.435  0.16
H5 -0.080 2.491 -0.150  0.09
H6 -1.779 2.524 -0.749  0.10
C4 3.384 -1.386 0.858  -0.16
As1 2.677 -0.772 -0.821  1.15
C5 3.658 0.806 -1.309  -0.15
C6 2.624 -2.146 -2.154  -0.15
O2 1.054 -0.226 -0.464  -0.63
H7 4.460 -1.517 0.738  0.07
H8 2.915 -2.328 1.136  0.06
H9 3.184 -0.624 1.610  0.06
H10 4.705 0.517 -1.421  0.08
H11 3.556 1.532 -0.505  0.06
H12 3.284 1.215 -2.245  0.06
H13 3.647 -2.482 -2.335  0.08
H14 2.209 -1.749 -3.080  0.06
H15 2.024 -2.979 -1.792  0.06
Cl1 -5.533 -2.900 -0.294  0.72
C7 -5.014 -1.628 -1.396  -1.62
Cl2 -4.978 -2.214 -3.061  0.72
Cl3 -6.036 -0.196 -1.231  0.71
C8 -3.652 -1.223 -1.048  -0.24
N2 -2.585 -0.893 -0.778  0.05

## Properties
Lowest unoccupied orbital energy (alpha / beta) (eV): -13.2 / -13.3
Net charge: +3
DFT total energy (eV): -116827.0008
Spin multiplicity: 2